16
Properties=species:S:1:pos:R:3:forces:R:3 method="wB97M-V/def2-TZVPD" lumo_energy_ev=-8.51 e_homo_ev=-13.65 orbital_gap_ev=5.142 charge=+1 multiplicity=1 e_tot_ev=-17771.00254
Hf 1.33180 0.65861 -2.16274 -3.1134 -4.1691 8.0716
F 0.38474 0.21608 -0.18113 1.8575 1.2084 -4.4667
F 0.70405 -1.43775 -2.54376 2.3568 5.0185 0.3121
F 2.60488 1.83168 -0.64710 -2.6178 -2.5245 -4.3416
O -1.24922 -2.04489 0.17766 -0.1000 0.0446 -0.0430
H -0.62348 -1.31689 0.21179 0.0730 -0.0938 -0.0032
H -1.53335 -2.16363 1.08870 -0.1101 -0.0847 0.0258
O -0.88044 1.40443 1.99984 -0.1051 -0.1293 -0.1844
H -0.46126 0.98619 1.23910 -0.0540 0.2007 0.1356
H -0.80058 2.34804 1.83619 0.0510 0.0856 0.1806
O 1.91552 -0.81596 2.24757 0.0737 -0.1060 -0.2079
H 1.62791 -1.64717 2.63596 0.0553 -0.0528 0.0901
H 1.10601 -0.40029 1.94302 -0.0441 0.1510 0.1828
O -0.98239 0.78309 -2.60023 1.2907 0.7918 0.1497
H -1.55156 0.51012 -3.33457 0.2601 -0.2908 -0.2923
H -1.59263 1.08834 -1.91030 0.1264 -0.0495 0.3909


9
Properties=species:S:1:pos:R:3:forces:R:3 method="wB97M-V/def2-TZVPD" lumo_energy_ev=-0.08 e_homo_ev=-11.24 orbital_gap_ev=11.162 charge=0 multiplicity=1 e_tot_ev=-26071.10187
N -1.20874 -0.57283 -0.40469 2.4893 -0.8405 2.5068
N 1.42493 -0.67476 -0.20836 -2.0027 1.2018 0.8036
O -0.02789 1.72061 -0.88750 0.1333 -0.3240 -1.0702
O -0.27138 0.86643 1.38097 0.1185 -0.3098 1.1358
F -2.06021 -0.26379 -1.33679 -2.3962 0.8450 -2.2749
F 1.43898 -1.22559 1.08077 -0.1147 0.0779 -0.6358
F 2.44287 0.20074 -0.14531 1.0554 0.5024 -0.0996
S -0.12197 0.62558 -0.00200 1.8884 -0.7146 -0.1282
H -1.61658 -0.67639 0.52290 -1.1713 -0.4381 -0.2375


7
Properties=species:S:1:pos:R:3:forces:R:3 method="wB97M-V/def2-TZVPD" lumo_energy_ev=-1.35 e_homo_ev=-11.30 orbital_gap_ev=9.948 charge=0 multiplicity=1 e_tot_ev=-33357.93990
N 1.88700 0.00214 -0.10229 -0.1867 0.4850 -0.4349
O -0.67941 0.73000 0.58798 -1.8241 1.2220 -1.3811
F 2.52540 -1.80901 1.59875 -1.7637 1.1644 -0.1043
F -1.15883 -0.44966 -1.50393 0.5741 2.0654 0.7867
F -2.77327 1.07701 -0.86638 2.2600 0.4158 0.6255
S 1.28951 -0.60963 1.03915 3.1091 -2.2993 0.6375
S -1.09039 1.05913 -0.75328 -2.1687 -3.0533 -0.1294


7
Properties=species:S:1:pos:R:3:forces:R:3 method="wB97M-V/def2-TZVPD" lumo_energy_ev=-1.13 e_homo_ev=-11.15 orbital_gap_ev=10.022 charge=0 multiplicity=1 e_tot_ev=-33357.94221
N 0.23189 0.86043 0.62592 -3.3061 -0.7478 0.4186
O -1.79818 -1.30409 0.61349 0.6801 -0.5181 0.9568
F 1.59386 0.48058 -1.49312 0.1799 0.8244 0.8448
F 1.81160 -0.95552 0.18783 0.5381 0.1061 0.6249
F -2.20818 0.85647 -0.28588 1.8469 -1.3605 -0.2596
S 1.60284 0.67200 0.18899 1.0941 -1.7994 -2.2871
S -1.08628 -0.41500 -0.22016 -1.0330 3.4953 -0.2984


31
Properties=species:S:1:pos:R:3:forces:R:3 method="wB97M-V/def2-TZVPD" lumo_energy_ev=2.58 e_homo_ev=-9.13 orbital_gap_ev=11.717 charge=-1 multiplicity=1 e_tot_ev=-42242.50634
P 0.07436 0.13937 0.28730 0.6077 -0.2579 2.2255
F -0.25447 0.76353 -1.15512 -0.3046 -0.0465 -0.2115
F -1.20227 -0.87462 0.21626 0.6396 -0.1961 -0.5844
F 1.12523 -0.85930 -0.36510 -0.1564 -1.0386 -1.0584
F 0.51280 -0.59864 1.75134 -0.9196 0.7588 -0.4923
F 1.28148 1.17500 0.51561 0.3276 0.5879 -0.1431
F -0.89474 1.19561 1.01539 -0.2503 0.1488 0.2639
O -0.55535 -4.76621 0.99972 -0.0195 -0.3618 0.1053
H -0.65225 -4.74907 0.04759 -0.0161 0.0620 -0.1991
H -0.48317 -3.84519 1.25022 0.0621 0.3975 0.0883
O 0.27254 0.76504 5.36950 0.1200 0.1450 0.3484
H -0.65720 0.55022 5.44495 -0.2012 -0.0508 -0.0402
H 0.51538 0.47448 4.49038 0.0869 -0.1089 -0.4271
O -0.76464 -0.73405 -4.97449 -0.0882 0.0176 -0.3335
H -0.47158 -1.60865 -4.71870 0.1032 -0.1749 0.0884
H -0.97604 -0.30044 -4.14774 0.0084 0.1817 0.3078
O -2.60578 4.07984 -2.26861 -0.1464 0.2677 -0.1817
H -1.92744 3.91872 -1.61276 0.2304 -0.0743 0.1986
H -3.04764 3.23668 -2.36900 -0.0586 -0.2231 0.0010
O -0.02973 5.16237 1.78335 -0.0548 0.3321 -0.1092
H 0.23917 5.16961 2.70197 0.0679 -0.0343 0.1992
H -0.14536 4.23543 1.57443 -0.0050 -0.3908 -0.1082
O -4.90174 -2.35948 1.40715 -0.2015 -0.0777 0.2090
H -4.03877 -2.08331 1.09852 0.3641 0.1433 -0.0338
H -5.40464 -2.51355 0.60741 -0.1116 -0.0294 -0.1705
O 4.72953 -3.25690 0.05849 0.3218 -0.0501 0.0455
H 4.35365 -4.06628 -0.28772 -0.1078 -0.1791 -0.0463
H 4.06448 -2.59045 -0.11404 -0.2570 0.2647 0.0228
O 4.02187 1.51428 -3.24633 0.1565 0.0538 -0.2996
H 4.64652 1.49675 -2.52126 0.1161 -0.0086 0.1905
H 3.17580 1.32922 -2.83872 -0.3140 -0.0582 0.1447